One molecule with the formula C2Cl3N3S in a non-equilibrium geometry. Source: the OMol25 dataset; level of theory: the ωB97M-V functional and the def2-TZVPD basis.

Geometry as XYZ:
```
9
Properties=species:S:1:pos:R:3:lowdin_charge:R:1
C -0.24 -0.02 -0.92 -0.83
C 0.95 0.86 -0.91 -1.21
N -0.56 -0.80 0.01 0.02
N 0.02 -1.23 1.08 -0.13
N -0.39 -1.36 2.22 -0.39
S 2.40 0.21 -0.77 0.79
Cl -1.18 0.02 -2.41 0.68
Cl 0.65 2.63 -1.03 0.58
Cl -1.66 -0.32 2.74 0.50
```

Calculated values
- energy above the lowest of the compared OMol25 structures with the same formula, charge and spin (kcal per mole) = 0.0
- HOMO level (eV) = -10.04
- SMILES = S=C(Cl)/C(Cl)=N\N=N/Cl
- LUMO level (eV) = -1.8
- orbital gap (eV) = 8.24
- multiplicity = 1


C5H10NO2 as an isolated structure in a non-equilibrium geometry. Source: the OMol25 dataset; level of theory: the ωB97M-V functional and the def2-TZVPD basis.

Geometry as XYZ:
```
18
Properties=species:S:1:pos:R:3:lowdin_charge:R:1
O -0.60 -0.05 1.66 -0.01
C -0.31 0.13 0.51 -0.58
N 0.95 0.06 -0.02 0.09
C 2.27 -0.08 1.24 -0.41
O 2.77 1.09 1.20 -0.26
C -1.56 0.59 -0.37 -0.11
C -1.56 -0.01 -1.86 -0.28
C -1.77 -1.48 -1.90 -0.15
H 1.29 0.62 -0.73 0.04
H 1.75 -0.54 2.15 0.08
H 2.90 -0.84 0.71 0.05
H -2.37 0.20 0.15 0.06
H -1.58 1.60 -0.16 0.07
H -0.63 0.21 -2.41 0.09
H -2.44 0.54 -2.31 0.10
H -1.23 -1.92 -1.08 0.06
H -2.88 -1.68 -1.87 0.08
H -1.29 -1.87 -2.81 0.07
```

Calculated values
- energy above the lowest of the compared OMol25 structures with the same formula, charge and spin (kcal per mole) = 63.6
- net charge = -1
- HOMO level (eV) = -3.34
- LUMO level (eV) = 3.8
- orbital gap (eV) = 7.19
- multiplicity = 1


An isolated ion of composition C3H9N4 and charge +1 in a non-equilibrium geometry. Source: the OMol25 dataset; level of theory: the ωB97M-V functional and the def2-TZVPD basis.

Geometry as XYZ:
```
16
Properties=species:S:1:pos:R:3:lowdin_charge:R:1
C 0.46 1.10 -0.99 -0.37
C -0.45 -0.05 -0.73 -0.05
C -0.29 -0.31 0.75 -0.41
N 1.40 1.01 -0.06 0.11
N 0.33 2.06 -1.88 0.22
N -0.64 -1.61 1.25 0.09
N 1.14 -0.12 0.99 0.09
H -1.44 0.05 -0.95 0.11
H -0.02 -0.96 -1.15 0.14
H -0.87 0.49 1.34 0.20
H -0.57 2.12 -2.31 0.12
H 0.93 2.85 -1.92 0.12
H -0.27 -2.32 0.66 0.08
H -1.63 -1.67 1.31 0.09
H 1.46 0.45 1.85 0.22
H 1.70 -1.06 0.77 0.24
```

Calculated values
- energy above the lowest of the compared OMol25 structures with the same formula, charge and spin (kcal per mole) = 54.9
- net charge = +1
- HOMO level (eV) = -14.29
- SMILES = NC1=N[NH2+][C@H](N)C1
- LUMO level (eV) = -3.2
- orbital gap (eV) = 11.12
- multiplicity = 1


One molecule with the formula C2H3ClN2O4S in a non-equilibrium geometry. Source: the OMol25 dataset; level of theory: the ωB97M-V functional and the def2-TZVPD basis.

Geometry as XYZ:
```
13
Properties=species:S:1:pos:R:3:lowdin_charge:R:1
C -1.88 0.20 0.10 -0.30
C 0.85 -0.30 0.09 -0.28
N 1.90 0.29 0.80 -0.42
N 0.82 -1.42 -0.65 -0.40
O 1.81 1.49 0.98 0.03
O 1.54 -2.38 -0.59 0.14
O 2.79 -0.43 1.21 0.12
O -0.18 -1.31 -1.45 -0.14
S -0.42 0.70 -0.84 0.89
Cl -0.76 2.82 -0.42 0.19
H -2.09 -0.84 -0.14 0.06
H -2.70 0.83 -0.22 0.04
H -1.68 0.34 1.15 0.07
```

Calculated values
- energy above the lowest of the compared OMol25 structures with the same formula, charge and spin (kcal per mole) = 25.2
- HOMO level (eV) = -10.33
- LUMO level (eV) = -1.5
- orbital gap (eV) = 8.78
- multiplicity = 1


C38H47As2NRhS as an isolated structure in a non-equilibrium geometry. Source: the OMol25 dataset; level of theory: the ωB97M-V functional and the def2-TZVPD basis.

Geometry as XYZ:
```
90
Properties=species:S:1:pos:R:3:lowdin_charge:R:1
Rh 0.16 0.07 0.27 0.45
C -1.12 -1.53 -0.13 -0.21
C -0.10 -2.58 -0.05 -0.30
C 0.35 -3.12 1.16 -0.05
C 1.35 -4.08 1.18 -0.07
C 1.91 -4.54 0.00 -0.08
C 1.46 -4.04 -1.21 -0.09
C 0.48 -3.07 -1.23 -0.08
H -1.90 -1.54 0.61 0.01
H -1.54 -1.36 -1.12 0.04
H -0.10 -2.80 2.09 0.08
H 1.68 -4.48 2.13 0.11
H 2.69 -5.29 0.03 0.10
H 1.88 -4.40 -2.14 0.10
H 0.13 -2.67 -2.17 0.04
C 1.51 3.35 -0.92 -0.04
N 2.28 3.78 0.28 -0.17
C 3.59 4.37 -0.10 0.01
C 2.42 2.66 1.31 -0.11
C 3.12 1.45 0.79 -0.29
C 4.52 1.42 0.88 -0.07
C 5.22 0.33 0.39 -0.08
C 4.51 -0.70 -0.20 -0.08
C 3.13 -0.66 -0.27 -0.14
C 2.36 0.39 0.26 -0.22
H 1.32 4.24 -1.52 0.11
H 0.59 2.89 -0.59 0.06
H 2.11 2.62 -1.46 0.06
H 1.74 4.51 0.74 0.18
H 4.19 3.58 -0.55 0.10
H 4.07 4.76 0.79 0.11
H 3.41 5.17 -0.82 0.11
H 1.38 2.42 1.56 0.07
H 2.92 3.12 2.16 0.13
H 5.05 2.23 1.35 0.11
H 6.30 0.29 0.47 0.10
H 5.03 -1.56 -0.60 0.11
H 2.63 -1.50 -0.73 0.07
C 4.14 -0.43 4.90 -0.07
C 3.86 -1.15 3.75 -0.06
C 2.66 -0.96 3.08 -0.11
C 1.72 -0.06 3.57 -0.36
C 2.00 0.65 4.73 -0.12
C 3.20 0.47 5.39 -0.07
As 0.03 0.10 2.63 1.33
C -1.06 -1.18 3.63 -0.36
C -2.25 -1.71 3.13 -0.13
C -3.00 -2.59 3.90 -0.06
C -2.58 -2.94 5.17 -0.07
C -1.41 -2.40 5.68 -0.06
C -0.65 -1.53 4.91 -0.08
C -0.75 1.73 3.40 -0.35
C -2.12 1.71 3.68 -0.10
C -2.76 2.84 4.16 -0.06
C -2.05 4.00 4.38 -0.07
C -0.69 4.03 4.12 -0.08
C -0.05 2.90 3.63 -0.14
H 5.08 -0.57 5.41 0.11
H 4.58 -1.86 3.36 0.11
H 2.46 -1.53 2.18 0.08
H 1.27 1.34 5.14 0.10
H 3.41 1.03 6.30 0.11
H -2.62 -1.42 2.16 0.08
H -3.92 -2.99 3.50 0.11
H -3.16 -3.63 5.76 0.11
H -1.07 -2.67 6.67 0.11
H 0.26 -1.13 5.32 0.09
H -2.69 0.81 3.52 0.10
H -3.82 2.80 4.36 0.11
H -2.55 4.88 4.76 0.11
H -0.12 4.93 4.32 0.11
H 1.02 2.95 3.48 0.07
C -1.52 -1.59 -4.00 -0.24
As 0.04 -0.45 -3.99 0.72
C 1.52 -1.57 -4.53 -0.23
C -0.21 0.79 -5.43 -0.25
S 0.38 0.60 -2.21 0.31
H -1.67 -2.00 -5.00 0.05
H -2.39 -0.99 -3.71 0.05
H -1.39 -2.39 -3.28 0.02
H 1.36 -1.93 -5.55 0.05
H 1.61 -2.41 -3.86 0.02
H 2.43 -0.98 -4.49 0.05
H -0.41 0.24 -6.35 0.04
H 0.70 1.39 -5.54 0.04
H -1.04 1.45 -5.19 0.04
C -1.57 1.16 0.29 -0.27
H -2.49 0.66 0.63 0.01
H -1.76 1.48 -0.73 -0.03
H -1.42 2.02 0.95 -0.01
```

Calculated values
- energy above the lowest of the compared OMol25 structures with the same formula, charge and spin (kcal per mole) = 0.0
- net charge = +1
- HOMO level (eV) = -9.56
- LUMO level (eV) = -2.1
- orbital gap (eV) = 7.46
- multiplicity = 1


One molecule with the formula C3H6N2O. Source: the OMol25 dataset; level of theory: the ωB97M-V functional and the def2-TZVPD basis.

Geometry as XYZ:
```
12
Properties=species:S:1:pos:R:3:lowdin_charge:R:1
O 1.99 -0.50 1.49 -0.06
N 1.52 0.49 0.64 0.03
C 0.54 0.12 -0.07 -0.29
C -0.45 1.01 -0.79 -0.13
N -1.48 0.16 -0.11 -0.04
C -0.52 -0.96 -0.03 -0.14
H 2.66 -0.02 2.00 0.09
H -0.41 0.84 -1.87 0.11
H -0.43 2.08 -0.56 0.11
H -2.31 -0.07 -0.64 0.10
H -0.53 -1.58 -0.94 0.12
H -0.58 -1.57 0.87 0.11
```

Calculated values
- energy above the lowest of the compared OMol25 structures with the same formula, charge and spin (kcal per mole) = 87.4
- HOMO level (eV) = -9.38
- SMILES = ON=C1CNC1
- LUMO level (eV) = 1.0
- orbital gap (eV) = 10.41
- multiplicity = 1


A 2-piece molecular cluster, C3H4ClNO2 overall in a non-equilibrium geometry. Source: the OMol25 dataset; level of theory: the ωB97M-V functional and the def2-TZVPD basis.

Geometry as XYZ:
```
11
Properties=species:S:1:pos:R:3:lowdin_charge:R:1
C -2.45 0.67 0.23 -0.74
C 0.23 0.21 0.26 -0.11
C -0.78 -0.61 -0.38 -0.22
N -1.32 -1.66 0.39 -0.08
O -2.08 1.63 0.83 0.04
O -2.27 -2.31 -0.10 -0.13
Cl -3.86 -0.09 0.05 0.90
H 0.86 0.74 -0.46 0.09
H 1.02 -0.39 0.85 0.12
H -0.30 0.84 0.95 0.05
H -0.90 -0.47 -1.38 0.09
```

Calculated values
- energy above the lowest of the compared OMol25 structures with the same formula, charge and spin (kcal per mole) = 119.3
- HOMO level (alpha / beta) (eV) = -9.05 / -9.06
- LUMO level (alpha / beta) (eV) = -1.1 / -1.1
- orbital gap (alpha / beta) (eV) = 7.99 / 7.99
- multiplicity = 1


One molecule with the formula C4H7NO in a non-equilibrium geometry. Source: the OMol25 dataset; level of theory: the ωB97M-V functional and the def2-TZVPD basis.

Geometry as XYZ:
```
13
Properties=species:S:1:pos:R:3:lowdin_charge:R:1
C -1.60 -0.47 0.36 -0.06
C -0.16 -0.54 -0.13 -0.28
C 0.13 0.39 -1.30 -0.05
N 0.59 0.68 0.04 -0.05
C 1.77 0.46 0.71 -0.30
O 1.89 -0.49 1.48 0.01
H -1.64 -0.82 1.39 0.07
H -2.30 -1.07 -0.23 0.08
H -1.94 0.58 0.33 0.08
H 0.58 -1.25 0.44 0.16
H 0.79 0.21 -2.15 0.10
H -0.66 1.12 -1.56 0.11
H 2.54 1.21 0.60 0.13
```

Calculated values
- energy above the lowest of the compared OMol25 structures with the same formula, charge and spin (kcal per mole) = 63.1
- HOMO level (eV) = -9.75
- SMILES = C[C@H]1CN1C=O
- LUMO level (eV) = 0.9
- orbital gap (eV) = 10.67
- multiplicity = 1


Number 4 is which compound? C2H3ClN2O4S


What did the first record say?
One molecule with the formula C2Cl3N3S in a non-equilibrium geometry. Source: the OMol25 dataset; level of theory: the ωB97M-V functional and the def2-TZVPD basis.

Geometry as XYZ:
```
9
Properties=species:S:1:pos:R:3:lowdin_charge:R:1
C -0.24 -0.02 -0.92 -0.83
C 0.95 0.86 -0.91 -1.21
N -0.56 -0.80 0.01 0.02
N 0.02 -1.23 1.08 -0.13
N -0.39 -1.36 2.22 -0.39
S 2.40 0.21 -0.77 0.79
Cl -1.18 0.02 -2.41 0.68
Cl 0.65 2.63 -1.03 0.58
Cl -1.66 -0.32 2.74 0.50
```

Calculated values
- energy above the lowest of the compared OMol25 structures with the same formula, charge and spin (kcal per mole) = 0.0
- HOMO level (eV) = -10.04
- SMILES = S=C(Cl)/C(Cl)=N\N=N/Cl
- LUMO level (eV) = -1.8
- orbital gap (eV) = 8.24
- multiplicity = 1


Which value of energy above the lowest of the compared OMol25 structures with the same formula, charge and spin does entry 2 give? 63.6 kcal per mole